The following is a DFT calculation (ωB97M-V/def2-TZVPD) of 2 unconnected molecules or ions with the total composition CH3N4O.

**Total charge**: -1
**Highest occupied orbital energy (spin up / spin down)**: -0.1354 / -0.1354 Ha
**Gap between HOMO and LUMO (spin up / spin down)**: 8.2 / 8.2 eV
**Relative energy (zero: lowest compared OMol25 entry of this formula, charge and spin)**: 80.1 kcal/mol
**Electronic energy**: -9089.271 eV

Each line ends with the natural charge from an NBO analysis.
Atoms and positions in Å:
C -2.1075 -0.4324 0.1917  0.08
N -3.1725 -0.8842 0.0716  -0.65
N 1.6598 -0.1209 0.1931  -0.72
N 0.4600 -0.3924 -0.5414  -0.37
N -0.5512 0.7099 -0.3770  0.16
O -0.2087 1.5947 0.5159  -0.54
H 1.5966 -0.7615 0.8919  0.33
H 1.5167 0.8492 0.5391  0.36
H 0.8068 -0.5625 -1.4848  0.34

Forces on atoms 1 to 6 (eV/Å):
-0.177 0.085 0.407
-0.014 -0.055 -0.063
-0.342 1.942 -2.494
0.965 0.782 0.853
1.071 1.716 0.711
-0.580 -3.041 -2.459

=====

The following is a DFT calculation (ωB97M-V/def2-TZVPD) of a molecular structure, C33H29IN6O3S2Ti.

**<S²>**: 0.7632
**Total charge**: +1
**Highest occupied orbital energy (spin up / spin down)**: -0.3519 / -0.3872 Ha
**Spin multiplicity**: 2
**Gap between HOMO and LUMO (spin up / spin down)**: 6.3 / 7.0 eV
**Relative energy (zero: lowest compared OMol25 entry of this formula, charge and spin)**: 29.5 kcal/mol
**Electronic energy**: -102658.379 eV

Each line ends with the Löwdin spin population.
Atoms and positions in Å:
Ti -0.8633 -0.2250 -0.3718  0.73
C 3.5611 0.8045 -1.6211  0.00
C 2.6022 1.9370 -1.3938  0.00
N 3.0720 3.1641 -1.4331  0.01
C 2.2258 4.2094 -1.3010  0.00
C 0.8720 4.0743 -1.1762  0.01
C 0.0187 5.3153 -1.0631  0.00
O -0.9937 5.4084 -2.0676  0.00
C 0.3433 2.7624 -1.1201  0.00
C -1.1010 2.6148 -1.0327  0.04
N -1.8277 1.5480 -0.8752  0.00
C -3.2545 1.8338 -0.7318  0.00
C -3.6243 2.9749 -0.0252  0.00
C -4.9436 3.3801 0.0637  0.00
C -5.9344 2.6350 -0.5524  0.00
C -5.5968 1.4525 -1.1905  0.00
C -4.2755 1.0356 -1.2598  0.00
I -3.9995 -0.8772 -2.0393  0.02
C 1.2200 1.6834 -1.1802  0.01
O 0.7751 0.4468 -1.0768  0.00
H 4.4775 1.2077 -2.0433  0.00
H 3.1402 0.0656 -2.3062  0.00
H 3.8097 0.2951 -0.6881  0.00
H 2.6773 5.1966 -1.3231  0.00
H 0.6699 6.1887 -1.0831  0.00
H -0.5046 5.3313 -0.1076  0.00
H -0.5757 5.5750 -2.9187  0.00
H -1.6409 3.5417 -1.1689  0.00
H -2.8639 3.5428 0.4987  0.00
H -5.1907 4.2764 0.6204  0.00
H -6.9705 2.9493 -0.5101  0.00
H -6.3670 0.8336 -1.6304  0.00
N -2.5917 -2.2519 3.1687  0.00
C -2.2431 -1.8289 1.9297  0.00
S -2.6482 -0.2130 1.4494  -0.01
N -1.6288 -2.7271 1.1860  -0.01
N -1.2423 -2.1913 -0.0119  0.00
C -0.9540 -3.0215 -0.9560  0.07
C -0.6304 -2.4329 -2.2396  0.03
C -0.2529 -3.1636 -3.3588  0.01
C -0.0306 -2.5020 -4.5461  0.03
C -0.1822 -1.1187 -4.5866  0.01
C -0.5314 -0.4596 -3.4352  0.02
N -0.7600 -1.0987 -2.2744  0.02
H -3.2512 -1.7013 3.6858  0.00
H -2.5529 -3.2404 3.3535  0.00
H -1.0142 -4.0889 -0.7867  0.00
H -0.1461 -4.2381 -3.2759  0.00
H 0.2556 -3.0476 -5.4373  0.00
H -0.0291 -0.5621 -5.5029  0.00
H -0.6508 0.6137 -3.4199  0.00
O 0.1811 -0.2234 1.3506  0.00
S 1.7275 -0.4582 1.3149  0.00
C 2.1408 -0.4344 3.0335  0.00
C 1.1454 -0.4765 3.9969  0.00
C 1.5215 -0.4384 5.3338  0.00
C 2.8632 -0.3559 5.6824  0.00
C 3.8457 -0.3042 4.7001  0.00
C 3.4875 -0.3328 3.3604  0.00
C 1.9084 -2.1951 0.9814  0.00
C 1.4816 -3.1598 1.8839  0.00
C 1.5696 -4.4918 1.5203  0.00
C 2.0855 -4.8499 0.2756  0.00
C 2.5125 -3.8768 -0.6177  0.00
C 2.4162 -2.5367 -0.2689  0.00
H 0.1036 -0.5246 3.7021  0.00
H 0.7616 -0.4682 6.1037  0.00
H 3.1459 -0.3183 6.7284  0.00
H 4.8909 -0.2298 4.9766  0.00
H 4.2463 -0.2779 2.5832  0.00
H 1.0826 -2.8807 2.8512  0.00
H 1.2343 -5.2565 2.2108  0.00
H 2.1551 -5.8970 0.0049  0.00
H 2.9189 -4.1557 -1.5825  0.00
H 2.7217 -1.7650 -0.9587  0.00

Forces on atoms 1 to 6 (eV/Å):
-0.472 0.913 1.256
-0.023 0.053 -0.011
0.111 0.083 -0.036
-0.159 0.125 0.007
0.384 -0.200 -0.086
-0.131 0.144 0.009

=====

The following is a DFT calculation (ωB97M-V/def2-TZVPD) of a single C2H4ClNO molecule.

**Highest occupied orbital energy**: -0.3858 Ha
**Gap between HOMO and LUMO**: 10.1 eV
**Relative energy (zero: lowest compared OMol25 entry of this formula, charge and spin)**: 54.0 kcal/mol
**Electronic energy**: -18196.748 eV

Each line ends with the natural charge from an NBO analysis.
Atoms and positions in Å:
H 1.1098 -1.8857 -0.1124  0.35
N 0.2468 -1.4669 -0.0465  -0.69
C 0.1684 -0.2121 0.0118  0.56
C -1.1514 0.5297 0.0015  -0.67
O 1.1248 0.7426 0.0224  -0.49
Cl 2.7240 0.1269 -0.0218  0.23
H -0.8761 1.3754 0.6392  0.23
H -1.9549 0.0196 0.5054  0.24
H -1.3912 0.7704 -0.9996  0.24

Forces on atoms 1 to 6 (eV/Å):
2.634 -0.830 -0.044
-2.518 1.528 0.173
-1.554 -1.857 -0.460
1.501 0.147 1.856
1.759 0.101 0.009
-0.625 0.308 -0.006

=====

The following is a DFT calculation (ωB97M-V/def2-TZVPD) of a single C4H2N2O molecule.

**Highest occupied orbital energy**: -0.4098 Ha
**Gap between HOMO and LUMO**: 9.3 eV
**Relative energy (zero: lowest compared OMol25 entry of this formula, charge and spin)**: 65.6 kcal/mol
**Electronic energy**: -9203.896 eV

Each line ends with the natural charge from an NBO analysis.
Atoms and positions in Å:
N 0.9763 -0.1093 1.0530  -0.80
C 0.8693 0.3160 -0.2271  0.68
O 1.7731 0.8060 -0.8679  -0.57
C -0.4992 0.1388 -0.8618  -0.61
C -0.7920 0.3720 -2.1299  0.47
C -1.7124 -0.3072 -0.2368  0.25
N -2.7223 -0.6589 0.2123  -0.25
H 0.2249 -0.5394 1.5684  0.41
H 1.8823 -0.0179 1.4899  0.42

Forces on atoms 1 to 6 (eV/Å):
0.000 0.000 -0.012
0.267 0.102 -0.114
-0.354 -0.192 0.253
-0.094 0.109 -0.494
0.192 -0.067 0.473
-0.929 -0.333 0.427

=====

The following is a DFT calculation (ωB97M-V/def2-TZVPD) of 12 unconnected molecules or ions with the total composition C5H34N2O12.

**Highest occupied orbital energy**: -0.3628 Ha
**Gap between HOMO and LUMO**: 9.9 eV
**Relative energy (zero: lowest compared OMol25 entry of this formula, charge and spin)**: 104.5 kcal/mol
**Electronic energy**: -33285.418 eV

Each line ends with the natural charge from an NBO analysis.
Atoms and positions in Å:
C 2.5897 -0.8680 -2.6521  -0.04
N 2.4993 -1.1119 -1.4059  -0.46
C 2.3571 -0.0689 -0.4366  -0.28
C 0.8919 -0.0992 0.3105  -0.43
C 0.9196 0.9398 1.4271  -0.09
N 0.7971 0.2757 2.7297  -0.87
C -0.1094 2.0579 1.1648  -0.09
O 0.3482 3.2388 1.8250  -0.76
H 2.6211 0.1222 -3.1701  0.17
H 2.9378 -1.7421 -3.2555  0.18
H 2.5267 0.9249 -0.9499  0.20
H 3.2913 0.0329 0.1546  0.22
H 0.2243 0.0990 -0.4476  0.20
H 0.8107 -1.0988 0.8707  0.22
H 1.8505 1.5449 1.4533  0.20
H 1.2747 0.8585 3.4629  0.38
H -0.1742 0.2211 2.9980  0.37
H -0.3160 2.3198 0.1344  0.18
H -1.0833 1.8604 1.6567  0.20
H 0.8120 3.8493 1.2104  0.50
O -2.9878 2.9465 2.7100  -0.95
H -2.9954 3.1243 1.7558  0.47
H -2.2565 3.3691 3.1300  0.48
O -1.3519 -2.0253 -1.5682  -1.00
H -0.4864 -2.5079 -1.3475  0.51
H -1.4395 -1.3894 -0.8185  0.47
O -4.1339 -2.0119 0.9259  -0.96
H -3.3231 -2.2262 0.5197  0.48
H -4.9215 -2.1331 0.3994  0.49
O 3.4990 -1.3686 2.3703  -0.95
H 3.9482 -1.6839 1.5653  0.47
H 2.8140 -0.7551 2.0655  0.48
O 0.8799 -3.3582 -1.0035  -0.97
H 0.9904 -3.2006 -0.0241  0.49
H 1.5562 -2.7586 -1.4213  0.51
O 0.9118 4.3117 -1.1067  -1.00
H 1.6807 4.7886 -1.4658  0.46
H 1.0585 3.3834 -1.4604  0.49
O 0.5424 -3.1536 2.7502  -0.99
H 0.2574 -2.2621 2.7031  0.49
H 1.4678 -3.3846 2.9099  0.50
O -1.2341 0.4787 -3.0732  -0.98
H -1.8407 0.7869 -2.3664  0.49
H -1.1047 -0.4494 -2.7853  0.50
O 1.1660 2.0803 -2.3794  -0.99
H 1.3180 2.5711 -3.2043  0.50
H 0.4676 1.3867 -2.4095  0.53
O -3.1899 1.0606 -0.2455  -0.97
H -3.8526 0.4007 -0.0358  0.50
H -3.6881 1.8781 -0.5217  0.48
O -3.3335 -3.7387 -1.3602  -0.97
H -2.6511 -3.0445 -1.2554  0.47
H -2.8365 -4.4708 -1.0328  0.46

Forces on atoms 1 to 6 (eV/Å):
1.551 -0.561 -0.048
0.067 -0.337 -0.897
-0.656 2.317 -0.381
5.013 -1.519 2.026
-0.492 1.129 -0.513
1.042 1.053 0.875

=====

The following is a DFT calculation (ωB97M-V/def2-TZVPD) of a single C4H3NOS molecule.

**Highest occupied orbital energy (spin up / spin down)**: -0.3188 / -0.3241 Ha
**Gap between HOMO and LUMO (spin up / spin down)**: 7.3 / 6.9 eV
**Relative energy (zero: lowest compared OMol25 entry of this formula, charge and spin)**: 142.1 kcal/mol
**Electronic energy**: -18562.090 eV

Each line ends with the natural charge from an NBO analysis.
Atoms and positions in Å:
C 1.7027 -0.2673 0.0044  -0.42
C 1.1637 -1.4287 -0.0772  0.00
C 0.8923 1.0290 -0.0160  0.10
C -1.2916 0.2497 0.4559  -0.16
N -0.3789 1.0885 0.1800  -0.36
O -3.6048 -0.9102 0.2507  -0.88
S -2.7876 0.2133 -0.2160  1.11
H 2.6956 -0.0301 -0.2692  0.23
H 0.1594 -1.6151 0.3244  0.18
H 1.4493 1.6709 -0.6370  0.21

Forces on atoms 1 to 6 (eV/Å):
-0.159 1.893 -0.427
-1.450 -0.734 1.060
-1.083 -2.712 -0.157
-0.997 -0.186 -0.032
2.053 1.016 -0.407
-0.132 -0.011 -0.078

=====

The following is a DFT calculation (ωB97M-V/def2-TZVPD) of a gas-phase ion, C3H10NS2 (charge +1).

**Total charge**: +1
**Highest occupied orbital energy**: -0.4497 Ha
**Gap between HOMO and LUMO**: 8.5 eV
**Relative energy (zero: lowest compared OMol25 entry of this formula, charge and spin)**: 26.7 kcal/mol
**Electronic energy**: -26426.391 eV

Each line ends with the natural charge from an NBO analysis.
Atoms and positions in Å:
C -2.3540 -0.9031 -1.8137  -0.82
S -0.6414 -0.5837 -1.7030  0.18
S -0.0101 0.5801 -0.2214  0.07
C 0.0944 -0.2142 1.3874  -0.62
C 1.0840 0.4489 2.2828  -0.22
N 2.4232 0.6790 1.5878  -0.70
H -3.0283 -0.2082 -1.2713  0.25
H -2.6587 -1.8579 -1.4215  0.23
H -2.7246 -1.0365 -2.8515  0.27
H 0.1567 -1.3289 1.2844  0.26
H -0.8990 -0.1753 1.8641  0.26
H 0.7910 1.4673 2.5749  0.24
H 1.3522 -0.2279 3.1086  0.25
H 2.6188 0.2075 0.6413  0.47
H 3.1727 0.4693 2.2489  0.44
H 2.5978 1.6450 1.3504  0.44

Forces on atoms 1 to 6 (eV/Å):
-2.933 0.041 0.528
1.608 -1.153 -1.113
-0.252 1.647 0.132
-2.024 -2.177 -0.100
0.839 -0.056 -0.143
1.345 -0.515 -1.408